Entry 1:
Below is an isolated molecule of C5H9BO2S in a non-equilibrium geometry, with properties calculated with ωB97M-V with the def2-TZVPD basis set.

```
18
Properties=species:S:1:pos:R:3
B 0.67240 -0.40657 0.80086
C -1.99062 -0.16797 -1.46040
C -2.36645 0.64794 -0.44850
C -0.48291 -0.21438 -1.60382
C 0.24842 0.60013 -0.48941
C 1.99098 -0.28078 1.83350
O 1.19496 1.42748 -1.04169
O -0.20359 -1.31381 1.06560
S -1.18543 1.57193 0.35586
H -2.54513 -0.65133 -2.21198
H -3.37855 0.90367 -0.20545
H -0.11514 -1.27150 -1.52534
H -0.19239 0.17015 -2.61562
H 2.93379 -0.45280 1.25646
H 1.79479 -1.17042 2.52478
H 1.97951 0.72792 2.17570
H 1.74522 1.73722 -0.21276
H -0.09985 -1.85688 1.80219
```

maximum force	0.0838	hartree/bohr
energy above the lowest of the compared OMol25 structures with the same formula, charge and spin	29.7	kcal/mol
HOMO	-7.7	eV
molar mass	144.0	g mol⁻¹
structure (SMILES)	CB(O)[C@@]1(O)CC=CS1
net charge	0
calculated total energy	-20937.3884	eV

***

Entry 2:
Below is a cluster of 13 separate species, C57H132N6O7 in total in a non-equilibrium geometry, with properties calculated with ωB97M-V with the def2-TZVPD basis set.

```
202
Properties=species:S:1:pos:R:3
C -8.42368 -2.24289 0.13232
C -7.43670 -1.02821 0.04321
N -6.05939 -1.48723 -0.32361
C -5.48959 -2.18043 0.86920
C -4.21947 -2.95682 0.46276
C -5.21861 -0.29803 -0.68598
C -5.76836 0.33261 -1.99652
H -8.34523 -2.82301 1.05179
H -8.35094 -2.92290 -0.71643
H -9.44180 -1.85371 0.14125
H -7.85938 -0.31675 -0.66620
H -7.37503 -0.46309 0.97322
H -5.27727 -1.44714 1.64722
H -6.14186 -2.94176 1.29702
H -3.95412 -3.65476 1.25685
H -4.36399 -3.43979 -0.50365
H -3.37291 -2.27168 0.41784
H -4.18866 -0.63834 -0.79322
H -5.14073 0.41870 0.13153
H -5.91462 -0.40139 -2.78896
H -5.01003 1.04147 -2.32903
H -6.67586 0.93434 -1.94686
C 2.68109 3.79890 1.45760
C 3.44518 4.13065 0.18208
N 2.81747 3.64686 -1.06822
C 1.55368 4.31397 -1.35461
C 0.76380 3.73336 -2.46526
C 3.71359 3.69424 -2.19390
C 4.91501 2.79506 -2.08959
H 2.44678 2.73889 1.55542
H 1.69980 4.27329 1.46871
H 3.12638 4.22204 2.35803
H 3.50495 5.21801 0.22853
H 4.46728 3.76195 0.26842
H 0.96343 4.23697 -0.44150
H 1.61802 5.38728 -1.53345
H -0.27194 4.07272 -2.45203
H 1.21052 3.89049 -3.44702
H 0.67908 2.64892 -2.39513
H 3.94810 4.75826 -2.22500
H 3.14009 3.43800 -3.08470
H 5.23962 2.65686 -3.12091
H 4.60864 1.78886 -1.80357
H 5.71232 3.14477 -1.43376
C -4.42727 1.37015 2.85125
C -3.28321 2.07535 3.59281
N -2.87839 3.35648 3.05321
C -3.97202 4.32963 3.13789
C -4.30199 4.76672 4.57919
C -1.64057 3.77701 3.69131
C -0.99246 5.03243 3.16502
H -4.34222 0.28534 2.91500
H -4.50552 1.64818 1.80022
H -5.38379 1.72490 3.23507
H -3.43625 2.01178 4.67013
H -2.41220 1.43039 3.47679
H -3.69087 5.23848 2.60588
H -4.82335 3.89794 2.61160
H -5.14392 5.45719 4.62929
H -4.56621 3.98237 5.28848
H -3.46120 5.34482 4.96258
H -0.81175 3.07344 3.61287
H -1.72329 3.83752 4.77648
H 0.01206 5.22073 3.54394
H -1.61979 5.90260 3.35829
H -0.93361 4.81967 2.09760
C 4.58679 -1.07633 -3.99836
C 3.24256 -0.45758 -4.24485
N 3.11028 0.00074 -5.60233
C 4.13836 0.99657 -6.00906
C 4.09942 1.24847 -7.49883
C 1.69343 0.37287 -5.95589
C 1.19515 1.57534 -5.13919
H 4.52145 -1.70787 -3.11237
H 5.26789 -0.30627 -3.63615
H 5.04594 -1.62413 -4.82129
H 2.50801 -1.23255 -4.02586
H 3.24684 0.40350 -3.57655
H 5.14297 0.64348 -5.77628
H 4.07239 1.91101 -5.41953
H 4.94051 1.90106 -7.73293
H 3.19092 1.74497 -7.83975
H 4.19280 0.28258 -7.99525
H 1.59170 0.59768 -7.01759
H 1.10514 -0.50177 -5.67835
H 0.20610 1.82493 -5.52334
H 1.20466 1.36392 -4.06993
H 1.83145 2.42751 -5.37803
C 7.56610 -1.46709 3.50190
C 6.19368 -1.18511 4.11145
N 5.06399 -1.90382 3.51067
C 3.70613 -1.46974 3.93040
C 3.35521 -0.07031 3.52044
C 5.20321 -3.36814 3.78581
C 4.17710 -4.26028 3.08418
H 8.30543 -0.69970 3.73128
H 7.56060 -1.50970 2.41275
H 7.98589 -2.41997 3.82421
H 6.23038 -1.25226 5.19877
H 6.06578 -0.12119 3.91192
H 2.94954 -2.07861 3.43547
H 3.59989 -1.55680 5.01171
H 3.55735 0.02626 2.45371
H 2.28428 0.10194 3.62785
H 3.84892 0.72756 4.07520
H 5.21066 -3.54048 4.86207
H 6.13176 -3.77707 3.38747
H 4.03038 -3.97501 2.04245
H 3.26188 -4.34803 3.66966
H 4.57280 -5.27555 3.05681
C 0.68472 -3.65576 4.96331
C -0.60011 -3.03685 5.56134
N -0.81734 -1.56566 5.37894
C -0.67040 -1.08443 4.03376
C -1.60258 -1.73870 3.04806
C 0.09856 -0.78102 6.20344
C -0.22146 0.70954 6.34787
H 1.57425 -3.23321 5.43052
H 0.72499 -3.49586 3.88586
H 0.72173 -4.73851 5.08320
H -1.42261 -3.59521 5.11431
H -0.71204 -3.29731 6.61383
H -0.87714 -0.02599 3.87544
H 0.34865 -1.26458 3.69142
H -1.34022 -2.79393 2.97215
H -2.62106 -1.58403 3.40424
H -1.53607 -1.30840 2.04880
H 1.12390 -0.93529 5.86731
H 0.02673 -1.24466 7.18729
H -1.19429 0.87280 6.81160
H -0.09603 1.15111 5.35925
H 0.55523 1.20233 6.93269
C -0.24119 0.73358 0.64196
C -0.36161 -0.08708 -0.68470
O -1.50430 -0.40510 -1.06364
C 0.91801 -0.46734 -1.41417
H -0.03362 1.77749 0.40686
H 0.45216 0.19994 1.29204
H -1.16560 0.87926 1.20083
H 0.67379 -0.91417 -2.37791
H 1.36716 -1.19189 -0.73492
H 1.57079 0.39442 -1.55326
C 1.43488 -3.57647 -2.83142
C 1.20216 -5.01557 -3.16276
O 0.41381 -5.63825 -2.50611
C 1.83117 -5.67783 -4.35565
H 1.13397 -2.93797 -3.66201
H 2.44504 -3.28286 -2.54598
H 0.79431 -3.32534 -1.98602
H 2.74174 -6.20160 -4.06473
H 2.03389 -4.92861 -5.12094
H 1.15477 -6.45404 -4.71353
C -4.15976 2.81448 -4.85800
C -2.78871 2.25413 -4.49424
O -1.82825 2.97080 -4.34087
C -2.66465 0.75251 -4.30885
H -4.61842 2.27672 -5.68779
H -4.12722 3.86012 -5.16408
H -4.89365 2.60364 -4.08015
H -2.74335 0.27283 -5.28446
H -3.38547 0.45081 -3.54892
H -1.69782 0.65164 -3.81573
C -0.64498 -3.92911 0.46116
C 0.74344 -4.05791 1.04999
O 1.45040 -3.08032 1.25186
C 1.16100 -5.44073 1.44024
H -1.31319 -4.39010 1.18855
H -0.74279 -4.40130 -0.51637
H -0.86942 -2.86260 0.44471
H 1.12573 -6.01870 0.51676
H 0.42949 -5.75412 2.18508
H 2.17749 -5.44126 1.83375
C -5.10464 -3.48386 -4.14021
C -3.92674 -2.55285 -4.45275
O -3.88201 -1.84992 -5.44937
C -2.78344 -2.62111 -3.49429
H -5.02466 -3.94970 -3.15802
H -5.11738 -4.33047 -4.82663
H -6.04473 -2.93357 -4.10119
H -2.27455 -3.58459 -3.52331
H -3.00337 -2.37429 -2.45563
H -2.02200 -1.90355 -3.79993
C -3.08319 3.07273 -0.61555
C -4.14034 4.08869 -0.97952
O -5.21450 3.81950 -1.52551
C -3.84693 5.50436 -0.59776
H -3.38450 2.03851 -0.78200
H -2.78066 3.16269 0.42776
H -2.23849 3.13627 -1.30151
H -3.17119 5.53644 0.25690
H -4.69042 6.16729 -0.40500
H -3.31430 6.05132 -1.37574
C 6.06241 0.86234 0.62727
C 5.88041 -0.34518 -0.28262
O 6.74560 -0.63111 -1.06142
C 4.68424 -1.25839 -0.07242
H 5.09053 1.35505 0.65524
H 6.83153 1.54403 0.26416
H 6.28876 0.50459 1.63170
H 4.68717 -1.82597 0.85815
H 4.70805 -1.85024 -0.98744
H 3.83741 -0.57433 -0.01731
```

2S+1	2
maximum force	0.0730	hartree/bohr
HOMO (spin up / spin down)	-10.0 / -10.0	eV
molar mass	1013.7	g mol⁻¹
net charge	+1
calculated total energy	-84512.5957	eV

***

Entry 3:
Below is an isolated molecule of C4H9NO2, with properties calculated with ωB97M-V with the def2-TZVPD basis set.

```
16
Properties=species:S:1:pos:R:3
C 1.17724 1.73904 -0.71006
C 0.05845 0.80078 -0.27453
O -0.72306 0.58908 -1.42075
C 0.64135 -0.50739 0.28321
N -0.29393 -1.36201 1.01460
C -1.58449 -1.64916 0.74230
O -2.29419 -1.16042 -0.12377
H 1.80328 2.07399 0.12423
H 0.71836 2.60985 -1.18766
H 1.81346 1.24692 -1.45478
H -0.52131 1.28332 0.53388
H -1.46136 0.01155 -1.15118
H 1.09908 -1.06040 -0.54788
H 1.43534 -0.27178 1.00064
H 0.11557 -1.93125 1.73815
H -1.98379 -2.41211 1.43361
```

maximum force	0.0075	hartree/bohr
energy above the lowest of the compared OMol25 structures with the same formula, charge and spin	17.7	kcal/mol
HOMO	-9.9	eV
molar mass	103.1	g mol⁻¹
structure (SMILES)	C[C@@H](O)CNC=O
net charge	0
calculated total energy	-9879.2917	eV